1.
{"formula": "C4H8O2", "method": "ωB97M-V with the def2-TZVPD basis set", "total_charge": 0, "multiplicity": 1, "gap_ha": 0.391, "species": ["H", "C", "H", "H", "H", "C", "H", "H", "O", "H", "C", "H", "O", "C"], "coordinates": [[0.93128, 1.59997, 0.54030], [-1.29220, -0.44774, 0.80303], [-1.29057, -1.26491, -1.25322], [1.23934, -1.26835, -0.58628], [2.09018, 1.08947, -0.70983], [0.64109, -0.47902, -0.10715], [2.27204, 0.52580, 0.95604], [-1.47424, 0.53875, 1.25253], [-1.27814, 0.81080, -1.38680], [-2.05924, -1.15747, 1.11599], [1.52860, 0.75915, 0.17332], [-0.23472, 0.55352, -1.19526], [0.01545, -0.93779, 1.08245], [-1.06777, -0.35871, -0.68400]], "atomic_forces_ev_per_a": [[0.04, -0.08, -0.07], [-0.32, -0.15, 0.33], [0.00, -0.06, 0.17], [-0.30, 0.13, 0.10], [-0.20, -0.11, 0.07], [-0.68, -0.46, -0.11], [-0.42, -0.21, -0.31], [0.03, -0.16, -0.10], [2.14, -0.17, 0.19], [0.00, 0.05, 0.13], [-0.41, -0.06, -0.24], [-1.34, 3.19, -2.01], [0.07, -0.28, 0.84], [1.38, -1.65, 1.01]], "mulliken_charge": [0.309, -0.507, 0.342, 0.346, 0.392, -0.082, 0.342, 0.262, -0.620, 0.305, -1.246, 0.387, -0.416, 0.186]}


2.
{"formula": "C25H48F3IN4O7PS", "method": "ωB97M-V with the def2-TZVPD basis set", "total_charge": 1, "multiplicity": 1, "gap_ha": 0.176, "species": ["H", "H", "H", "H", "H", "H", "C", "O", "N", "C", "C", "H", "H", "H", "S", "H", "H", "F", "O", "H", "H", "C", "O", "H", "P", "O", "C", "H", "H", "H", "H", "H", "C", "C", "H", "N", "C", "H", "H", "H", "H", "H", "C", "C", "C", "N", "N", "C", "H", "H", "H", "H", "H", "C", "C", "H", "F", "H", "O", "C", "H", "C", "H", "C", "H", "C", "I", "C", "H", "H", "H", "C", "F", "H", "C", "O", "C", "H", "H", "C", "H", "H", "H", "H", "C", "C", "H", "H", "H", "O"], "coordinates": [[-5.31808, -4.41608, 2.34977], [-4.82780, -5.69311, 1.22232], [9.46447, 2.41753, 1.65070], [6.38864, 1.40478, 4.00527], [-7.39119, -2.02736, -1.24765], [-3.19279, -0.74420, 0.74351], [-9.26329, 3.45868, -1.53076], [-10.22410, 2.52417, -1.08162], [7.48369, 0.96781, 0.13663], [-4.56441, -4.71247, 1.61538], [7.91880, -0.63625, -1.56894], [-4.80771, -2.28626, 1.92274], [-9.47570, 0.58594, -1.12762], [-0.60951, -0.93876, 1.27724], [6.09100, 0.75639, -3.59652], [-3.59174, -4.79899, 2.11252], [3.24233, 4.15151, 1.30108], [6.56221, -1.46223, 1.14206], [1.91875, -0.20250, 0.75796], [-9.81877, 4.38382, -1.70252], [-0.75950, -2.13046, -0.96826], [3.58085, 2.05343, 1.05692], [-4.52480, -3.81342, 0.52469], [-4.86374, 0.95620, -1.26180], [7.18147, 2.49086, 2.31198], [-6.52384, -0.19599, -1.12432], [7.21749, 0.61681, -1.08124], [-9.36881, 2.88038, -3.57232], [-2.85749, -2.05264, -0.40509], [0.81424, -2.07846, -0.21821], [7.26190, -1.22635, -2.18821], [4.76804, 4.48861, -0.27319], [8.36764, -1.54404, -0.41285], [-7.05379, -1.24076, -1.92111], [3.37247, -0.48746, 3.27154], [6.82068, 2.05278, 0.57887], [-6.51505, 2.08394, -1.97823], [-1.84480, -4.12007, -1.17036], [-0.85805, -5.57952, -0.98834], [-2.21658, -3.33719, 1.64699], [8.94089, 0.83858, 2.21279], [4.29840, 1.30452, 1.38003], [-1.16843, -4.65580, -0.50014], [8.89763, 1.90625, 2.42130], [-5.77057, 0.77045, -1.84573], [-2.12307, -2.33430, 1.57296], [-7.65038, 1.97297, -2.88347], [-0.73802, -2.02417, 1.22216], [-8.16397, 1.13058, -2.66774], [-1.69753, -4.93543, 0.41455], [5.89279, 4.57611, 1.02973], [9.28943, 2.06046, 3.41747], [-5.82641, 2.84218, -2.36410], [-3.12151, -1.83133, 0.63717], [6.34360, 1.31757, -1.95022], [-6.29604, -1.65524, -2.59146], [6.33886, -2.74063, -0.59969], [-8.82237, 1.62374, 0.17577], [6.25976, 1.36914, 3.05153], [5.69160, 2.41206, -1.46564], [-8.54460, 3.68411, -0.73289], [2.16809, 0.40903, 1.77817], [-5.20448, -1.92283, 0.24293], [-0.18144, -2.50599, -0.11449], [3.37817, 1.96768, -0.00760], [-8.58084, 3.10166, -2.84910], [4.36948, 3.43769, -2.69191], [5.22596, 3.90496, 0.50831], [1.94533, 0.36371, 3.89087], [-7.91534, -0.90983, -2.50966], [8.99809, -1.03898, 0.30361], [7.22188, -2.24169, 0.26805], [7.71051, -3.27880, 0.97726], [-0.11357, -2.46039, 2.00697], [4.04389, 3.43917, 1.42690], [-0.00171, -3.90752, -0.21181], [-9.70773, 1.38647, -0.41963], [-6.81782, 2.38668, -0.96755], [7.30105, 0.95060, -4.15075], [2.32119, -0.27436, 3.09960], [-10.48276, 1.01151, 0.24846], [-5.46318, 0.38654, -2.82285], [1.81400, -1.22270, 3.06117], [-8.05341, 3.98805, -3.21630], [5.94817, 2.75682, -0.11639], [-4.48783, -2.43707, 0.88765], [4.42195, 3.38877, 2.44095], [8.81734, -0.31238, -2.08577], [8.96238, -2.32612, -0.86901], [2.34944, 1.77847, 1.74851]], "atomic_forces_ev_per_a": [[0.02, 0.01, 0.04], [-0.01, 0.02, -0.04], [0.30, 0.28, 0.11], [-0.16, -0.05, 0.23], [0.03, 0.01, 0.03], [0.02, 0.01, -0.01], [-0.04, 0.25, -0.02], [0.08, -0.03, 0.02], [-0.77, 0.90, -0.05], [0.03, -0.03, -0.15], [0.18, 0.22, 1.48], [0.09, -0.10, 0.06], [0.15, -0.03, 0.06], [0.00, 0.02, -0.08], [-0.57, -0.21, -0.59], [-0.05, 0.02, 0.11], [-0.23, 0.15, 0.31], [-0.27, 0.14, -0.09], [0.53, 1.00, 1.06], [-0.02, -0.01, -0.01], [-0.16, -0.10, 0.04], [-1.00, 0.17, -0.02], [0.01, -0.05, 0.23], [0.02, -0.02, -0.03], [0.29, 1.49, 0.70], [-0.01, -0.12, -0.23], [0.54, -1.32, -0.73], [-0.01, 0.07, -0.03], [-0.08, 0.10, -0.06], [0.04, -0.01, 0.04], [-0.04, 0.15, -0.55], [0.13, 0.08, -0.39], [-0.06, 0.14, -0.89], [-0.07, 0.01, 0.16], [0.26, 0.16, 0.04], [0.64, -0.81, 0.74], [-0.21, -0.11, -0.06], [-0.05, 0.05, 0.05], [0.06, 0.03, -0.02], [-0.04, -0.04, 0.01], [0.06, -0.09, -0.01], [0.34, -0.13, -0.18], [0.17, -0.13, 0.06], [-0.72, -1.04, -0.61], [0.19, 0.20, 0.23], [0.06, -0.03, -0.15], [-0.04, 0.04, 0.16], [-0.13, -0.07, 0.19], [0.00, -0.05, 0.01], [-0.15, 0.05, -0.05], [0.23, -0.04, 0.29], [0.06, 0.43, 0.18], [-0.01, 0.03, 0.01], [0.10, -0.18, 0.11], [0.62, 0.04, -0.41], [-0.01, 0.00, -0.03], [-0.24, 0.13, -0.14], [0.06, 0.00, -0.05], [0.27, -0.44, -0.59], [-0.17, -0.14, 0.01], [0.06, -0.14, 0.01], [-0.72, -1.14, -1.55], [-0.02, 0.03, 0.04], [0.15, 0.09, -0.10], [0.12, -0.14, -0.26], [0.03, -0.18, -0.14], [-0.10, 0.20, 0.19], [-0.76, -0.05, 0.27], [-0.01, -0.03, 0.23], [0.05, -0.03, -0.10], [-0.02, 0.09, 0.30], [0.69, -0.55, 0.64], [-0.14, 0.03, 0.04], [0.06, 0.04, 0.00], [1.08, -0.30, -0.27], [-0.10, 0.01, -0.04], [-0.20, -0.03, -0.05], [0.12, 0.04, 0.05], [0.19, -0.06, 0.51], [-0.13, 0.56, -0.05], [-0.03, 0.06, 0.00], [-0.12, -0.03, -0.04], [-0.28, -0.24, 0.03], [0.00, 0.03, 0.06], [-0.55, 0.94, -0.37], [-0.10, 0.19, -0.32], [-0.30, 0.33, 0.36], [0.00, -0.12, -0.50], [0.14, -0.26, 0.03], [0.61, -0.35, 0.53]], "mulliken_charge": [0.338, 0.248, 0.352, 0.301, 0.237, 0.363, -0.452, -0.435, -0.325, -0.717, -1.219, 0.480, 0.130, 0.334, -0.221, 0.299, 0.422, -0.194, -0.522, 0.353, 0.298, -0.028, -0.355, 0.315, 0.079, -0.254, 0.473, 0.379, 0.141, 0.316, 0.599, 0.355, -0.948, -0.910, 0.220, 0.686, -0.209, 0.274, 0.325, 0.137, 0.220, 0.225, -0.503, -0.932, -0.824, -0.268, -0.319, -0.508, 0.092, 0.132, 0.361, 0.420, 0.386, -0.158, 0.130, 0.394, -0.283, 0.258, -0.362, -0.425, 0.336, 0.871, 0.070, -0.417, 0.171, -0.710, 0.271, -1.794, 0.376, 0.377, 0.252, 0.844, -0.289, 0.108, -0.449, -0.450, -0.482, 0.157, 0.241, -0.953, 0.337, 0.446, 0.252, 0.388, 1.090, -0.509, 0.278, 0.510, 0.407, -0.432]}


3.
{"formula": "C40H46AlN2O8S3Sb", "method": "ωB97M-V with the def2-TZVPD basis set", "total_charge": 0, "multiplicity": 1, "gap_ha": 0.318, "species": ["H", "C", "C", "C", "S", "C", "H", "C", "C", "H", "C", "H", "C", "S", "Al", "O", "H", "H", "H", "H", "C", "C", "H", "H", "H", "H", "H", "C", "H", "O", "H", "C", "H", "N", "C", "O", "H", "H", "N", "H", "C", "C", "C", "C", "H", "O", "H", "C", "C", "H", "C", "C", "H", "C", "C", "H", "O", "H", "O", "C", "H", "C", "C", "H", "C", "O", "C", "C", "H", "H", "H", "H", "H", "C", "H", "H", "C", "H", "H", "H", "H", "C", "Sb", "C", "H", "C", "C", "C", "H", "C", "H", "C", "H", "H", "C", "S", "O", "C", "H", "H", "H"], "coordinates": [[-0.11027, -2.13917, -5.25422], [-1.25226, -0.42632, -5.87645], [2.07256, 4.25308, -1.25140], [2.75359, 0.69564, 0.31658], [-1.51016, -1.23247, -0.03780], [1.85958, 3.41241, -2.33358], [-0.19980, 2.97987, 0.90374], [-5.79736, 1.87448, 2.19863], [-5.50669, 1.93850, -1.30109], [3.49819, -3.96094, 0.25967], [0.33038, -2.38559, 2.45081], [8.91022, -3.28763, 0.14045], [1.30418, -2.98258, 1.48945], [-1.39465, 1.89417, 3.30038], [0.97026, 0.48681, 2.47737], [1.64400, 0.22501, 0.84926], [1.63320, 1.13112, 4.84294], [-6.41827, 3.88244, -1.28942], [7.66883, -2.44590, -1.90938], [-2.42813, -3.12802, 4.04924], [5.59643, -3.54199, 0.52404], [-1.32247, 0.24852, -3.18108], [-0.72920, -4.56179, 1.39768], [0.74013, 1.76577, -3.11416], [0.85235, -3.02219, 0.49753], [-6.44236, 1.41190, -1.44474], [-1.08499, -2.22140, 4.78435], [1.32288, 4.09336, -0.09425], [-1.96362, -4.70965, 2.64157], [1.89070, -3.80926, -1.59822], [-4.27717, 5.07870, -0.96560], [-1.95431, 1.05924, -4.11920], [1.48574, 4.74124, 0.75780], [2.50259, -1.69365, -2.71159], [-4.32266, 1.22488, -1.19910], [3.38846, 1.63970, 0.73979], [-2.16417, 3.82072, -0.83921], [-0.29622, -5.17041, 3.01202], [-0.68783, -3.09146, 2.90075], [3.04651, -1.27384, -3.45480], [5.58515, -2.84659, -2.15966], [-3.09949, 3.28614, -0.95805], [0.90578, 2.40517, -2.25503], [-0.62634, -1.24021, -4.94065], [3.94814, -0.83419, -0.50315], [0.45730, -1.20487, 2.86494], [-0.21579, -1.57227, -2.86217], [-0.92133, -4.46294, 2.46399], [0.37025, 3.08862, -0.00821], [8.20392, -1.94348, 1.03179], [-1.92295, 0.71887, -5.46502], [2.08366, -0.81899, -1.61743], [-7.81139, 1.23751, 2.60743], [-3.11513, 1.89914, -1.03849], [-3.68824, 0.71174, 2.41011], [8.00624, -3.58934, 1.62992], [-0.67928, 1.25998, 2.09499], [2.82304, 5.03178, -1.30783], [-0.97253, 3.25453, 3.48029], [-5.16599, 3.05480, 2.56566], [-2.42280, 1.34823, -6.19100], [-3.80969, 3.07711, 2.86804], [8.04373, -2.98030, 0.72710], [-1.22432, -0.68864, -6.92689], [6.75393, -2.76873, -1.42539], [3.17413, -3.80097, -3.75260], [-1.60088, -2.45191, 3.85296], [3.22051, -0.11251, -0.88335], [-4.33527, 0.14075, -1.25086], [-7.44201, 1.41049, 0.89637], [2.43117, 3.53718, -3.24520], [1.41758, -0.07158, -2.05196], [5.59949, -3.82549, 1.57048], [-7.26660, 1.84564, 1.88190], [3.76618, 0.55982, -1.54680], [-3.31559, 3.99462, 3.16222], [-3.08306, 1.90514, 2.79123], [-7.69579, 2.84746, 1.89235], [-5.51187, -0.22042, 1.80613], [-5.74018, 3.97293, 2.62053], [-2.47526, 1.95945, -3.80723], [-0.66975, -0.90825, -3.59263], [-1.34787, 0.74590, -1.12302], [-5.49170, 3.32560, -1.21635], [-3.09438, -0.18693, 2.30605], [4.41378, -3.26023, -1.53770], [2.08389, 1.24763, 3.85607], [0.16995, 2.22863, -1.08551], [2.25967, 2.31016, 3.68225], [4.41637, -3.62026, -0.20208], [1.59417, -3.99438, 1.77513], [6.77583, -3.10495, -0.06981], [3.06126, 0.75479, 3.85357], [-1.96933, -1.51582, 3.44481], [-4.29124, 3.99777, -1.03738], [2.89884, -3.25624, -2.45684], [-1.26215, 0.98977, 4.41775], [-5.03762, 0.70468, 2.11745], [5.58074, -2.59842, -3.21471], [1.47395, -1.40760, -0.93683], [2.17900, -2.33883, 1.43958]], "atomic_forces_ev_per_a": [[0.00, 0.01, 0.01], [0.01, 0.00, 0.04], [-0.02, 0.00, 0.00], [0.23, 0.19, 0.06], [0.05, 0.06, 0.04], [0.00, 0.02, 0.03], [0.06, 0.06, -0.12], [0.01, -0.03, -0.01], [0.00, 0.03, 0.01], [0.08, 0.01, -0.07], [-0.09, 0.01, -0.16], [-0.02, 0.01, 0.01], [0.04, 0.06, 0.05], [-0.13, -0.11, 0.08], [-0.33, 0.01, -0.37], [0.10, 0.02, 0.10], [0.02, 0.01, 0.01], [0.02, -0.01, 0.00], [-0.02, -0.01, 0.02], [0.01, 0.00, -0.02], [0.03, 0.01, 0.01], [-0.02, 0.00, -0.01], [0.00, 0.00, 0.01], [-0.01, 0.02, -0.01], [-0.02, -0.04, -0.04], [0.01, 0.01, 0.00], [0.01, 0.00, -0.01], [0.03, -0.01, -0.02], [-0.01, 0.01, 0.00], [-0.01, -0.02, -0.02], [0.00, -0.03, 0.00], [0.03, 0.08, -0.02], [-0.01, -0.01, -0.02], [0.12, -0.03, 0.02], [-0.01, -0.01, -0.03], [-0.27, -0.28, -0.11], [0.00, -0.01, 0.01], [0.00, 0.01, 0.01], [-0.01, -0.03, 0.05], [-0.04, -0.04, 0.01], [0.03, 0.02, -0.05], [0.02, 0.03, 0.00], [0.03, 0.03, 0.02], [-0.01, 0.03, -0.03], [-0.01, -0.05, 0.02], [0.09, 0.01, 0.34], [-0.06, 0.06, -0.07], [-0.02, 0.02, -0.03], [-0.04, 0.08, -0.01], [-0.01, -0.02, -0.01], [0.02, -0.01, 0.00], [0.10, 0.03, -0.01], [0.02, 0.01, -0.01], [-0.04, -0.05, 0.03], [0.00, 0.06, -0.02], [0.00, 0.01, -0.02], [0.44, -0.08, 0.43], [-0.02, -0.03, 0.00], [-0.01, 0.05, -0.09], [0.01, 0.01, 0.01], [0.01, -0.01, 0.01], [-0.02, 0.10, -0.01], [0.03, 0.00, 0.01], [0.00, 0.00, 0.02], [0.01, -0.01, 0.04], [0.00, 0.01, -0.01], [0.03, -0.09, 0.00], [-0.07, 0.06, -0.09], [0.00, 0.01, 0.00], [0.00, 0.00, 0.01], [0.00, 0.00, 0.02], [0.08, -0.09, 0.02], [0.00, 0.01, -0.02], [-0.02, -0.01, 0.00], [0.01, 0.02, -0.02], [-0.01, -0.05, 0.00], [0.04, -0.13, 0.05], [0.02, -0.01, 0.00], [0.01, 0.03, 0.01], [0.02, -0.02, 0.00], [0.01, -0.04, 0.00], [-0.05, -0.14, 0.03], [-0.22, -0.07, -0.11], [0.02, -0.01, -0.01], [-0.04, 0.02, -0.02], [-0.04, 0.01, -0.05], [-0.03, -0.06, -0.03], [0.01, 0.09, 0.02], [0.00, 0.02, 0.00], [-0.07, -0.03, 0.06], [-0.02, 0.04, 0.03], [-0.03, 0.00, -0.04], [-0.01, 0.04, 0.03], [0.01, 0.02, -0.01], [-0.02, -0.01, 0.00], [0.04, 0.09, 0.02], [-0.06, 0.05, -0.06], [-0.01, 0.01, -0.01], [-0.01, -0.01, 0.03], [0.01, -0.02, 0.03], [-0.02, -0.02, 0.00]], "mulliken_charge": [0.473, -0.610, -0.783, 0.184, -0.629, -0.715, 0.663, 1.126, -0.733, 0.616, 0.031, 0.395, -0.854, 1.611, -1.362, 0.947, 0.420, 0.398, 0.398, 0.317, -0.719, 0.519, 0.357, 0.342, 0.264, 0.521, 0.303, -0.740, 0.316, -0.624, 0.416, -0.497, 0.460, -0.057, -0.519, -0.667, 0.455, 0.315, 0.359, 0.383, -0.641, -0.297, -0.791, -0.669, -0.304, -0.187, 0.376, -0.964, -0.409, 0.284, -0.692, 1.553, 0.395, 0.749, 0.069, 0.377, 0.664, 0.382, -0.743, -0.808, 0.409, -0.672, -1.490, 0.373, -0.769, -0.741, -0.607, 0.103, 0.450, 0.292, 0.426, -0.905, 0.362, -1.500, 0.384, 0.564, 0.072, 0.340, 0.370, 0.309, 0.407, -0.321, 1.145, -0.536, -0.113, -0.097, -1.368, 0.969, 0.341, -0.319, 0.777, 1.008, 0.415, 0.127, -0.839, 1.298, -0.735, -1.022, 0.453, -1.033, 0.248]}